Entry 1:
Here is one molecule with the formula C15H17NO3S2 in a non-equilibrium geometry from the Open Molecules 2025 dataset. Energies are from ωB97M-V/def2-TZVPD.

Output
**Gap between HOMO and LUMO**: 8.52 eV
**SMILES string**: CCOS(=O)(=O)/C=C/Cc1nc(-c2ccccc2)sc1C
**Energy**: -1658.50003 Ha
**Energy relative to the best compared isomer or geometry (same formula, charge and spin)**: 72.87 kcal per mole
**Lowest unoccupied orbital energy**: 0.000 Ha

Each line ends with the Löwdin charge.
Element x y z (Å)
C -0.700 -5.946 0.462  -0.079
C -1.839 -5.279 -0.343  -0.259
O -1.235 -4.136 -1.037  -0.275
S -2.418 -3.026 -1.410  0.708
O -3.002 -2.714 -0.074  -0.332
O -3.412 -3.573 -2.327  -0.299
C -1.549 -1.629 -2.148  -0.106
C -0.678 -0.700 -1.509  -0.040
C 0.269 0.181 -2.303  -0.110
C 0.588 1.449 -1.508  -0.339
N 0.813 1.330 -0.174  0.094
C 0.985 2.512 0.411  -0.548
C 1.248 2.813 1.804  -0.240
C 0.569 3.819 2.488  -0.083
C 0.632 3.990 3.853  -0.099
C 1.579 3.207 4.498  -0.095
C 2.391 2.241 3.817  -0.055
C 2.325 2.008 2.387  0.030
S 0.877 3.838 -0.688  1.110
C 0.631 2.751 -2.043  -0.505
C 0.364 3.241 -3.402  -0.113
H -0.984 -7.008 0.625  0.081
H -0.505 -5.500 1.397  0.047
H 0.312 -5.929 -0.070  0.100
H -2.559 -4.869 0.374  0.103
H -2.278 -6.102 -0.951  0.127
H -1.509 -1.529 -3.123  0.022
H -0.432 -1.009 -0.511  0.105
H 1.201 -0.441 -2.383  0.145
H -0.111 0.501 -3.318  0.125
H -0.158 4.583 2.208  0.113
H 0.026 4.744 4.466  0.137
H 1.574 3.172 5.559  0.084
H 3.149 1.679 4.373  0.095
H 2.796 1.208 1.852  0.099
H -0.201 2.560 -4.086  0.090
H -0.111 4.214 -3.290  0.070
H 1.357 3.348 -3.878  0.090

***

Entry 2:
Here is a 2-piece molecular cluster, C15H18 overall in a non-equilibrium geometry from the Open Molecules 2025 dataset. Energies are from ωB97M-V/def2-TZVPD.

Output
**Gap between HOMO and LUMO**: 9.76 eV
**SMILES string**: CCc1ccccc1.Cc1ccccc1
**Energy**: -582.33601 Ha
**Energy relative to the best compared isomer or geometry (same formula, charge and spin)**: 18.67 kcal per mole
**Lowest unoccupied orbital energy**: 0.033 Ha

Each line ends with the Löwdin charge.
Element x y z (Å)
C 1.703 1.726 1.732  -0.119
C 1.385 0.786 2.869  -0.203
C 0.969 -0.631 2.444  -0.233
C 1.212 -1.144 1.176  -0.047
C 0.576 -2.317 0.795  -0.083
C 0.022 -3.151 1.770  -0.104
C 0.018 -2.722 3.085  -0.096
C 0.466 -1.437 3.452  -0.048
H 2.207 2.677 1.895  0.069
H 0.895 1.904 1.017  0.068
H 2.536 1.286 1.178  0.066
H 2.358 0.714 3.380  0.117
H 0.658 1.060 3.635  0.106
H 1.914 -0.634 0.539  0.102
H 0.665 -2.702 -0.209  0.099
H -0.581 -3.999 1.470  0.099
H -0.098 -3.446 3.888  0.100
H 0.360 -1.110 4.474  0.108
C -0.069 1.897 -4.206  -0.061
C -0.720 1.198 -3.050  -0.287
C -1.139 -0.126 -3.198  -0.065
C -1.902 -0.786 -2.253  -0.084
C -2.241 -0.081 -1.104  -0.110
C -1.772 1.198 -0.907  -0.103
C -0.968 1.867 -1.843  -0.041
H -0.290 2.968 -4.238  0.077
H -0.512 1.510 -5.122  0.077
H 1.014 1.810 -4.142  0.081
H -0.769 -0.666 -4.065  0.110
H -2.275 -1.783 -2.378  0.097
H -2.915 -0.469 -0.350  0.102
H -2.171 1.762 -0.070  0.101
H -0.539 2.840 -1.662  0.106

***

Entry 3:
Here is a 2-piece molecular cluster, C15H18 overall in a non-equilibrium geometry from the Open Molecules 2025 dataset. Energies are from ωB97M-V/def2-TZVPD.

Output
**Gap between HOMO and LUMO**: 9.62 eV
**SMILES string**: CCc1ccccc1.Cc1ccccc1
**Energy**: -582.23691 Ha
**Energy relative to the best compared isomer or geometry (same formula, charge and spin)**: 80.86 kcal per mole
**Lowest unoccupied orbital energy**: 0.030 Ha

Each line ends with the Löwdin charge.
Element x y z (Å)
C -4.109 -0.709 2.625  -0.152
C -3.390 -0.117 1.554  -0.285
C -2.942 -0.757 0.280  -0.254
C -3.740 -0.889 -0.884  -0.050
C -3.156 -1.134 -2.073  -0.099
C -1.860 -1.706 -2.144  -0.097
C -1.079 -1.747 -1.008  -0.047
C -1.701 -1.363 0.295  -0.011
H -5.132 -0.782 2.321  0.067
H -4.115 -0.176 3.642  0.108
H -3.596 -1.645 2.906  0.088
H -3.953 0.830 1.292  0.134
H -2.292 0.135 1.960  0.150
H -4.763 -0.703 -0.618  0.111
H -3.661 -0.941 -2.998  0.095
H -1.526 -2.169 -3.088  0.107
H -0.134 -2.135 -1.043  0.055
H -1.185 -1.611 1.156  0.078
C 3.390 0.500 2.301  -0.087
C 3.428 0.907 0.911  -0.293
C 2.905 0.024 -0.070  -0.052
C 2.581 0.513 -1.308  -0.107
C 3.057 1.740 -1.709  -0.141
C 3.538 2.658 -0.843  -0.085
C 3.835 2.207 0.498  -0.012
H 4.045 -0.236 2.716  0.078
H 2.410 0.032 2.685  0.113
H 3.303 1.310 2.903  0.034
H 2.525 -0.955 0.520  0.154
H 2.262 -0.113 -2.134  0.101
H 3.250 1.970 -2.768  0.114
H 4.080 3.473 -1.272  0.092
H 3.927 2.952 1.253  0.090